A molecular structure, C3H6ClNO2 in a non-equilibrium geometry. Source: the OMol25 dataset; level of theory: wB97M-V/def2-TZVPD.

The orbital gap comes out at 0.388 hartree. Its HOMO energy is -9.9 eV.

Geometry (Å):
Cl 2.47 -0.89 0.31
O -1.92 0.05 -1.05
O -2.08 -1.64 0.27
N 0.31 1.01 0.22
C -0.53 0.06 0.95
C 1.57 0.01 -0.85
C -1.57 -0.57 0.10
H 0.25 -0.53 1.48
H 2.02 0.75 -1.57
H 0.82 -0.64 -1.27
H -1.18 0.42 1.78
H 1.01 1.37 0.83
H -1.16 0.60 -1.20

Atomic partial charges in e from the natural (NBO) method, atoms 1 to 4:
1. Cl 0.015
2. O -0.664
3. O -0.557
4. N -0.644